No. 1
{"formula": "C10H13F6NNiO4S2", "method": "ωB97M-V with the def2-TZVPD basis set", "multiplicity": 3, "total_charge": 0, "homo_ev": [-7.4, -9.9], "symbols": ["C", "C", "C", "H", "C", "H", "H", "H", "C", "H", "H", "C", "H", "H", "C", "H", "H", "C", "H", "H", "Ni", "H", "F", "C", "F", "F", "S", "O", "O", "N", "S", "O", "O", "C", "F", "F", "F"], "positions_angstrom": [[-1.319, -1.018, -1.956], [-2.568, 0.916, 0.186], [-2.071, -1.618, -0.924], [-0.244, -1.133, -2.187], [-2.039, 0.025, 1.228], [-2.874, 1.861, 0.604], [-3.171, -1.531, -0.941], [-2.052, 0.571, 2.170], [-1.719, -2.461, 0.321], [-0.709, -2.993, 0.188], [-2.484, -3.326, 0.524], [-1.958, 0.426, -2.329], [-2.371, 0.526, -3.389], [-1.191, 1.265, -2.205], [-3.110, 0.790, -1.240], [-3.943, 0.051, -1.359], [-3.619, 1.759, -1.492], [-1.696, -1.456, 1.453], [-2.298, -1.815, 2.294], [-0.656, -1.485, 1.828], [-0.963, 0.330, -0.112], [-2.045, -1.951, -2.223], [3.682, -1.821, 3.156], [3.857, -0.941, 2.142], [4.673, 0.047, 2.570], [4.461, -1.588, 1.118], [2.220, -0.257, 1.609], [1.519, -1.416, 1.059], [1.662, 0.452, 2.730], [2.874, 0.664, 0.474], [2.038, 1.822, -0.227], [1.238, 1.353, -1.346], [1.485, 2.822, 0.680], [3.555, 2.625, -0.963], [4.410, 2.983, 0.025], [4.198, 1.782, -1.803], [3.229, 3.742, -1.659]], "lowdin_charge": [-0.163, -0.202, -0.255, 0.141, -0.167, 0.111, 0.122, 0.126, -0.159, 0.133, 0.144, -0.126, 0.130, 0.107, -0.186, 0.110, 0.123, -0.194, 0.123, 0.094, 0.605, 0.189, 0.117, -0.630, 0.125, 0.120, 0.609, -0.317, -0.274, -0.304, 0.612, -0.317, -0.288, -0.616, 0.123, 0.120, 0.116]}

---

No. 2
{"formula": "C10H18AsIrN4O2PS6", "method": "ωB97M-V with the def2-TZVPD basis set", "multiplicity": 2, "total_charge": 2, "homo_ev": [-13.6, -13.6], "symbols": ["Ir", "C", "C", "N", "C", "C", "S", "C", "C", "S", "C", "N", "C", "H", "H", "H", "H", "H", "H", "H", "H", "S", "As", "S", "S", "S", "N", "C", "P", "O", "O", "C", "N", "H", "H", "H", "H", "H", "H", "H", "H", "H", "H"], "positions_angstrom": [[-0.179, 0.944, -0.278], [3.060, -1.002, -0.280], [3.021, 0.488, -0.298], [1.945, 1.248, -0.319], [2.279, 2.591, -0.261], [3.607, 2.845, -0.221], [4.470, 1.377, -0.237], [1.173, 3.531, -0.232], [1.233, 4.879, -0.230], [-0.341, 5.519, -0.215], [-1.027, 3.969, -0.221], [-0.117, 2.999, -0.215], [-2.513, 3.879, -0.257], [2.077, -1.390, -0.519], [3.368, -1.352, 0.707], [3.786, -1.374, -1.002], [4.109, 3.797, -0.174], [2.108, 5.507, -0.248], [-2.933, 4.879, -0.354], [-2.902, 3.431, 0.657], [-2.852, 3.269, -1.089], [-3.495, -1.088, 2.899], [-2.530, 0.444, 1.912], [-2.496, 0.674, -0.270], [-0.305, 0.397, 1.914], [-3.201, 2.229, 2.956], [-1.155, -3.233, -2.728], [-0.145, -3.544, -1.654], [-0.664, -2.427, -0.281], [-2.118, -2.675, -0.143], [-0.050, -1.107, -0.743], [0.096, -3.062, 1.276], [-1.025, -3.192, 2.255], [-1.043, -3.813, -3.561], [-1.088, -2.247, -2.997], [-2.098, -3.371, -2.338], [0.856, -3.383, -2.046], [-0.286, -4.589, -1.381], [0.858, -2.403, 1.681], [0.520, -4.052, 1.107], [-1.284, -2.282, 2.677], [-0.831, -3.857, 3.004], [-1.887, -3.455, 1.748]], "nbo_charge": [0.842, -0.671, 0.086, -0.522, 0.171, -0.424, 0.577, 0.069, -0.402, 0.603, 0.108, -0.463, -0.667, 0.241, 0.248, 0.254, 0.274, 0.272, 0.250, 0.255, 0.263, -0.539, 0.869, -0.436, -0.315, -0.093, -0.673, -0.598, 2.173, -1.116, -1.110, -0.621, -0.709, 0.451, 0.450, 0.474, 0.253, 0.251, 0.272, 0.251, 0.476, 0.446, 0.482]}

---

No. 3
{"formula": "C38H47F3O18", "method": "ωB97M-V with the def2-TZVPD basis set", "total_charge": 0, "homo_ev": -9.0, "symbols": ["C", "C", "O", "C", "O", "O", "C", "H", "H", "H", "H", "H", "H", "H", "H", "C", "C", "O", "C", "O", "O", "C", "H", "H", "H", "H", "H", "H", "H", "H", "C", "C", "O", "C", "O", "O", "H", "H", "H", "H", "C", "C", "O", "C", "O", "O", "H", "H", "H", "H", "C", "C", "O", "C", "O", "O", "H", "H", "H", "H", "C", "C", "O", "C", "O", "O", "H", "H", "H", "H", "F", "C", "C", "C", "C", "C", "C", "H", "H", "H", "H", "H", "F", "C", "C", "C", "C", "C", "C", "H", "H", "H", "H", "H", "F", "C", "C", "C", "C", "C", "C", "H", "H", "H", "H", "H"], "positions_angstrom": [[12.292, 19.003, 12.868], [13.143, 17.814, 13.008], [14.041, 17.847, 14.195], [13.666, 17.038, 15.161], [12.710, 16.265, 15.129], [14.375, 17.241, 16.275], [14.395, 16.171, 17.235], [11.693, 19.138, 13.768], [11.614, 18.886, 12.013], [12.859, 19.905, 12.658], [13.689, 17.691, 12.055], [12.502, 16.886, 13.098], [14.660, 16.721, 18.135], [15.182, 15.450, 16.899], [13.424, 15.728, 17.342], [15.132, 7.773, 9.466], [13.915, 8.433, 8.975], [13.161, 8.758, 10.154], [12.246, 9.726, 9.908], [11.963, 10.128, 8.852], [11.674, 9.966, 11.098], [10.608, 10.950, 11.043], [14.836, 6.883, 9.984], [15.611, 8.328, 10.273], [15.932, 7.534, 8.763], [13.251, 7.821, 8.331], [14.103, 9.424, 8.500], [9.927, 10.634, 10.174], [10.994, 11.939, 10.825], [10.126, 10.962, 12.023], [18.347, 12.573, 16.513], [18.800, 11.713, 15.318], [17.631, 11.751, 14.460], [16.843, 12.831, 14.833], [15.880, 13.275, 14.273], [17.299, 13.387, 15.947], [19.183, 13.195, 16.836], [18.076, 11.875, 17.308], [18.980, 10.708, 15.613], [19.677, 12.086, 14.821], [19.838, 12.258, 10.001], [20.188, 11.344, 11.174], [20.145, 12.221, 12.324], [19.537, 13.393, 12.019], [19.277, 14.207, 12.814], [19.316, 13.406, 10.712], [19.086, 11.934, 9.204], [20.708, 12.627, 9.429], [21.169, 10.864, 11.058], [19.390, 10.610, 11.244], [16.581, 15.039, 9.225], [16.464, 16.443, 9.794], [16.612, 17.324, 8.679], [17.093, 16.616, 7.661], [17.377, 17.055, 6.606], [17.304, 15.303, 7.978], [15.634, 14.513, 9.011], [17.146, 14.417, 9.923], [17.401, 16.532, 10.380], [15.609, 16.674, 10.416], [13.660, 11.776, 12.844], [14.810, 11.165, 12.022], [14.922, 12.058, 10.878], [14.006, 13.098, 10.945], [13.885, 13.988, 10.196], [13.260, 12.934, 12.053], [13.978, 12.086, 13.826], [12.693, 11.194, 12.858], [14.567, 10.215, 11.606], [15.737, 11.251, 12.476], [17.515, 7.750, 14.928], [16.238, 8.165, 14.746], [15.392, 7.459, 13.923], [14.096, 7.937, 13.602], [13.629, 9.012, 14.270], [14.482, 9.617, 15.250], [15.792, 9.226, 15.472], [15.846, 6.575, 13.467], [13.424, 7.337, 12.984], [12.657, 9.404, 13.989], [14.105, 10.455, 15.844], [16.446, 9.737, 16.087], [10.608, 11.046, 16.027], [10.253, 11.931, 15.122], [11.131, 13.037, 15.000], [10.810, 13.947, 13.977], [9.743, 13.747, 13.185], [8.851, 12.668, 13.426], [9.089, 11.768, 14.436], [11.966, 13.270, 15.655], [11.421, 14.840, 13.808], [9.659, 14.419, 12.335], [8.013, 12.620, 12.802], [8.450, 10.900, 14.671], [9.979, 17.786, 9.718], [11.209, 17.780, 9.189], [11.966, 16.639, 9.321], [13.198, 16.615, 8.652], [13.644, 17.662, 7.901], [12.870, 18.831, 7.909], [11.615, 18.884, 8.495], [11.546, 15.712, 9.787], [13.784, 15.693, 8.525], [14.612, 17.582, 7.417], [13.216, 19.692, 7.349], [10.964, 19.735, 8.496]], "lowdin_charge": [-0.072, -0.191, 0.070, -0.586, 0.062, -0.007, -0.018, 0.089, 0.079, 0.083, 0.119, 0.123, 0.094, 0.106, 0.078, -0.072, -0.222, -0.009, -0.634, 0.178, -0.029, -0.009, 0.072, 0.073, 0.088, 0.143, 0.137, 0.129, 0.088, 0.072, -0.082, -0.099, 0.023, -0.544, 0.154, 0.076, 0.134, 0.127, 0.114, 0.110, -0.086, -0.094, 0.037, -0.609, 0.196, 0.041, 0.157, 0.130, 0.135, 0.126, -0.101, -0.104, 0.052, -0.616, 0.166, 0.057, 0.101, 0.112, 0.140, 0.121, -0.096, -0.069, 0.039, -0.542, 0.152, 0.043, 0.090, 0.110, 0.095, 0.093, 0.052, -0.292, -0.002, -0.078, -0.095, -0.044, -0.020, 0.121, 0.119, 0.102, 0.114, 0.090, 0.071, -0.321, 0.024, -0.096, -0.097, -0.089, -0.038, 0.116, 0.091, 0.109, 0.090, 0.134, 0.055, -0.330, -0.001, -0.096, -0.077, -0.060, -0.022, 0.130, 0.096, 0.098, 0.106, 0.116]}

---

No. 4
{"formula": "C5H6N", "method": "ωB97M-V with the def2-TZVPD basis set", "total_charge": 1, "homo_ev": -16.0, "symbols": ["C", "C", "C", "C", "C", "N", "H", "H", "H", "H", "H", "H"], "positions_angstrom": [[-2.754, -0.151, 0.088], [1.240, -0.989, 0.089], [1.002, 0.285, -0.712], [0.964, 0.319, 0.719], [-0.202, 0.756, -0.133], [-1.669, -0.328, -0.234], [-3.766, 0.017, 0.333], [0.548, -1.781, 0.153], [2.330, -1.263, 0.041], [1.599, 0.526, -1.601], [1.459, 0.851, 1.530], [-0.750, 1.757, -0.274]], "nbo_charge": [0.352, -0.364, -0.223, -0.153, 0.045, -0.277, 0.279, 0.239, 0.253, 0.281, 0.271, 0.298]}

---

No. 5
{"formula": "C9H25FIO7PS2Si", "method": "ωB97M-V with the def2-TZVPD basis set", "total_charge": 0, "homo_ev": -8.2, "symbols": ["C", "C", "C", "F", "Si", "P", "O", "I", "H", "H", "H", "H", "H", "H", "H", "H", "H", "O", "S", "O", "O", "C", "C", "C", "H", "H", "H", "H", "H", "H", "H", "H", "O", "S", "O", "O", "C", "C", "C", "H", "H", "H", "H", "H", "H", "H", "H"], "positions_angstrom": [[-0.951, -2.700, 6.691], [-0.420, -4.119, 6.579], [-0.255, -4.602, 5.165], [0.135, -5.963, 5.206], [1.061, -3.677, 4.125], [0.136, -3.448, 2.077], [-1.045, -2.290, 2.292], [1.889, -2.278, 0.858], [-0.467, -1.998, 6.024], [-2.021, -2.655, 6.547], [-0.770, -2.342, 7.696], [-1.150, -4.774, 7.045], [0.491, -4.256, 7.145], [-1.213, -4.596, 4.650], [1.318, -2.322, 4.672], [2.342, -4.396, 4.061], [-1.442, -2.369, 3.178], [3.324, -1.268, -4.401], [4.072, -0.470, -3.479], [3.856, -0.606, -2.072], [3.929, 1.059, -3.891], [2.593, 1.598, -4.015], [1.925, 1.837, -2.676], [5.793, -0.630, -3.812], [1.996, 0.941, -4.650], [2.715, 2.539, -4.546], [1.748, 0.902, -2.148], [0.963, 2.331, -2.817], [2.554, 2.459, -2.040], [5.960, -0.502, -4.878], [6.082, -1.630, -3.497], [6.331, 0.116, -3.235], [-3.346, 4.650, -3.726], [-3.059, 4.397, -2.348], [-1.737, 4.036, -1.938], [-4.087, 3.314, -1.798], [-4.173, 2.060, -2.511], [-2.970, 1.169, -2.271], [-3.608, 5.753, -1.369], [-4.320, 2.256, -3.574], [-5.077, 1.584, -2.138], [-2.063, 1.609, -2.682], [-3.120, 0.199, -2.747], [-2.809, 1.020, -1.204], [-4.622, 6.011, -1.659], [-2.930, 6.579, -1.570], [-3.556, 5.470, -0.321]], "nbo_charge": [-0.619, -0.438, -0.150, -0.380, 0.702, 0.509, -0.986, -0.099, 0.208, 0.207, 0.225, 0.215, 0.212, 0.177, -0.156, -0.115, 0.488, -0.938, 2.388, -0.941, -0.724, -0.077, -0.645, -0.886, 0.198, 0.196, 0.228, 0.228, 0.216, 0.251, 0.254, 0.253, -0.938, 2.386, -0.939, -0.723, -0.077, -0.642, -0.886, 0.198, 0.196, 0.226, 0.220, 0.220, 0.251, 0.254, 0.254]}

---

Results for ΔE to the lowest compared entry with this formula, charge and spin: 92.6; 0.0; 10.5; 105.2; 0.0 (in kcal per mole, following the order of the records).